Below is C38H98N2O22 as an isolated structure at a distorted geometry, with properties calculated with ωB97M-V/def2-TZVPD.

Geometry as XYZ:
```
160
Properties=species:S:1:pos:R:3:lowdin_charge:R:1
C 0.730 0.557 0.153 -0.0527
C -0.159 -0.552 0.816 -0.2526
O -0.823 -1.215 -0.153 -0.0981
O 1.636 0.091 -0.913 -0.1922
H 1.247 0.858 1.064 0.1049
H 0.035 1.331 -0.172 0.1215
H -0.804 -0.030 1.523 0.1446
H 0.528 -1.275 1.258 0.1213
H -1.167 -1.945 0.367 -0.1926
H 1.081 -0.008 -1.690 0.0606
C 0.074 -3.383 -1.780 -0.2399
C -0.888 -3.900 -0.626 -0.0367
O -1.595 -2.847 -0.040 -0.0429
O -0.673 -2.837 -2.868 -0.0610
H 0.545 -4.326 -2.058 0.1464
H 0.710 -2.597 -1.373 0.0577
H -0.294 -4.456 0.099 0.0986
H -1.574 -4.615 -1.080 0.1471
H -2.119 -2.407 -0.714 0.1616
H -0.236 -2.124 -3.340 0.0166
C 1.262 -0.836 -3.370 -0.1331
C 0.634 -0.737 -4.809 -0.1517
O 1.604 -0.983 -5.845 -0.0454
O 1.210 -2.107 -2.779 -0.1656
H 0.716 -0.111 -2.767 0.0965
H 2.284 -0.462 -3.317 0.0818
H 0.127 0.188 -5.083 0.0933
H -0.076 -1.547 -4.973 0.1234
H 1.125 -0.849 -6.666 0.0857
H 1.394 -2.598 -3.583 0.1741
C -4.507 0.409 0.008 -0.1189
C -3.196 -0.314 -0.326 -0.1796
O -2.116 0.233 0.443 -0.1420
O -4.473 1.688 -0.670 -0.1118
H -4.519 0.525 1.092 0.1256
H -5.395 -0.156 -0.276 0.1349
H -2.937 -0.286 -1.384 0.1421
H -3.361 -1.377 -0.149 0.0770
H -1.352 -0.102 -0.032 -0.0649
H -3.644 2.099 -0.417 -0.1912
C 1.762 -2.211 -0.188 -0.1611
C 2.141 -3.315 -1.141 -0.3161
O 3.468 -3.632 -1.203 -0.0037
O 2.376 -2.499 1.114 -0.0347
H 0.695 -2.096 0.002 0.0902
H 2.106 -1.287 -0.650 0.1018
H 1.861 -2.897 -2.108 -0.0147
H 1.549 -4.143 -0.751 0.1191
H 4.000 -2.854 -1.018 -0.1073
H 2.927 -1.753 1.363 0.0103
C 1.668 2.172 -1.486 -0.2731
C 2.901 3.009 -1.862 -0.1075
O 3.552 2.229 -2.868 -0.0733
O 0.849 2.051 -2.634 0.0104
H 1.294 2.462 -0.504 0.0407
H 2.037 1.178 -1.232 -0.0272
H 3.554 3.211 -1.013 0.1437
H 2.618 4.002 -2.213 0.1212
H 2.801 1.881 -3.355 0.1028
H -0.015 1.719 -2.380 -0.0391
C 4.123 -1.208 -2.699 -0.0694
C 3.483 0.088 -2.262 -0.2752
O 4.506 0.893 -1.827 -0.0240
O 4.590 -1.976 -1.576 -0.0027
H 4.659 -1.149 -3.646 0.1447
H 3.239 -1.722 -3.079 0.1058
H 2.653 -0.053 -1.569 -0.0091
H 3.143 0.642 -3.137 0.1156
H 4.136 1.779 -1.851 -0.0447
H 4.753 -1.260 -0.958 -0.2238
C -1.607 0.487 -3.866 -0.1428
C -1.568 1.271 -2.524 -0.2456
O -0.570 0.736 -1.698 -0.1756
O -1.567 -0.879 -3.553 -0.0848
H -0.810 0.864 -4.506 0.0871
H -2.547 0.649 -4.393 0.1423
H -2.481 1.288 -1.929 -0.0238
H -1.285 2.312 -2.684 0.0417
H -0.481 -0.207 -1.856 0.1265
H -1.900 -1.290 -4.354 0.1211
C 1.978 3.434 2.973 -0.1369
C 1.530 2.819 1.619 -0.1664
O 2.440 1.747 1.222 -0.2370
O 2.071 2.455 4.071 -0.0433
H 1.027 3.925 3.182 0.0916
H 2.736 4.194 2.783 0.1271
H 1.622 3.480 0.757 0.0846
H 0.508 2.447 1.552 0.0170
H 3.067 2.045 0.560 0.0807
H 2.942 2.052 4.074 0.0658
C 3.786 0.238 0.563 -0.1632
C 3.552 -0.272 1.990 -0.1793
O 4.524 -1.257 2.453 -0.0113
O 4.347 -0.743 -0.233 0.0428
H 4.469 1.084 0.484 0.1601
H 2.798 0.379 0.126 0.0955
H 2.494 -0.398 2.220 0.1330
H 3.659 0.687 2.497 0.1102
H 4.233 -1.697 3.256 0.1061
H 4.934 -1.173 0.392 0.1727
C -3.571 4.001 2.133 -0.0372
C -2.311 3.645 1.291 -0.3107
C -2.993 2.603 0.287 -0.1387
C -2.181 2.202 -1.004 -0.1483
C -1.650 3.496 -1.709 -0.0063
C -1.078 4.558 -0.736 -0.4202
N -1.828 4.831 0.468 -0.1011
O -1.246 5.814 1.268 0.0020
C 0.426 4.220 -0.574 -0.0287
C -1.112 5.846 -1.587 -0.0276
C -1.140 2.958 2.185 0.0524
H -3.980 3.391 2.938 0.0907
H -4.356 4.527 1.590 0.0890
H -3.318 4.863 2.751 0.0641
H -3.382 1.794 0.906 0.1221
H -3.842 3.137 -0.141 0.1577
H -2.868 1.624 -1.622 0.0814
H -1.364 1.516 -0.784 0.0953
H -2.520 3.737 -2.319 0.1703
H -0.916 2.995 -2.342 0.0742
H 0.630 3.221 -0.188 0.0053
H 0.904 4.308 -1.550 0.0912
H 0.913 4.935 0.090 0.1180
H -2.125 6.115 -1.887 0.0901
H -0.584 6.604 -1.008 0.0826
H -0.527 5.745 -2.502 0.0878
H -0.348 2.691 1.485 0.0039
H -1.641 2.171 2.748 0.1057
H -0.768 3.742 2.844 0.0840
H -2.016 6.381 1.355 0.1092
C 0.402 -3.024 4.067 -0.0242
C -0.409 -3.862 3.117 -0.4566
C -1.299 -4.914 3.884 -0.1439
C -2.488 -4.421 4.583 -0.2043
C -3.351 -3.557 3.650 -0.1229
C -2.652 -2.527 2.752 -0.4313
N -1.301 -3.094 2.304 0.0255
O -0.552 -2.216 1.478 -0.1068
C -3.536 -2.398 1.560 -0.0510
C -2.540 -1.206 3.514 0.0092
C 0.603 -4.670 2.211 -0.0017
H -0.126 -2.932 5.017 0.0713
H 0.754 -2.024 3.813 0.0864
H 1.278 -3.578 4.406 0.0836
H -1.509 -5.766 3.238 0.1231
H -0.762 -5.306 4.748 0.1199
H -2.154 -3.919 5.491 0.1049
H -3.069 -5.222 5.040 0.1161
H -4.105 -3.006 4.212 0.1180
H -3.951 -4.242 3.051 0.1154
H -3.157 -1.498 1.076 0.0370
H -3.674 -3.299 0.962 0.1193
H -4.578 -2.191 1.800 0.1130
H -3.513 -0.732 3.643 0.0930
H -1.993 -1.437 4.428 0.0875
H -1.970 -0.455 2.966 0.0625
H 1.313 -3.996 1.731 0.0597
H 0.142 -5.198 1.377 0.0683
H 1.298 -5.237 2.831 0.0959
H -0.671 -2.680 0.646 -0.0628
```

For the strongest force on any atom, the calculation gives 19.14 eV/A. For the HOMO energy, the calculation gives -6.68 eV. The energy relative to the best compared isomer or geometry (same formula, charge and spin) comes out at 1876.7 kcal/mol.